Entry 1:
C6H14ClCuN2O2 as an isolated structure, computed with ωB97M-V with the def2-TZVPD basis set.

Atoms and positions in Å:
Cu  2.217  -0.887  -2.378
Cl  -0.317  -0.966  -2.854
C  1.537  2.304  2.074
C  0.527  2.108  0.921
O  -0.555  1.606  1.144
N  0.986  2.442  -0.309
C  0.196  2.351  -1.541
H  2.477  1.904  1.696
H  1.184  1.871  2.999
H  1.583  3.397  2.073
H  1.768  3.076  -0.288
H  0.696  1.731  -2.284
H  0.327  3.325  -2.031
H  -0.878  2.208  -1.560
C  -2.680  -2.876  -0.230
C  -1.599  -2.178  0.549
O  -1.876  -1.303  1.344
N  -0.307  -2.437  0.132
C  0.787  -1.625  0.548
H  -3.197  -2.122  -0.823
H  -3.438  -3.413  0.335
H  -2.196  -3.590  -0.901
H  -0.376  -2.923  -0.747
H  1.668  -2.121  0.957
H  0.436  -1.019  1.389
H  1.029  -0.864  -0.214

E_LUMO ... -2.227 eV
HOMO-LUMO gap ... 6.73 eV
Multiplicity ... 1
Energy relative to the best compared isomer or geometry (same formula, charge and spin) ... 0.776 eV
Charge ... 0
Calculated total energy ... -70685.4749 eV

Entry 2:
An isolated ion of composition C6H14N4P and charge +1, computed with ωB97M-V with the def2-TZVPD basis set.

Atoms and positions in Å:
C  -1.214  -2.159  1.777
C  -0.434  -2.667  0.407
P  -0.158  -1.163  -0.769
C  -1.787  -0.186  -1.026
C  -1.677  1.067  -2.080
N  1.171  -0.136  -0.172
C  2.610  -0.430  0.196
N  3.376  0.839  0.628
C  2.248  1.838  0.494
N  2.172  3.192  0.709
N  0.947  1.217  0.035
H  -0.748  -1.097  2.036
H  -2.361  -2.014  1.480
H  -1.102  -2.907  2.683
H  -1.145  -3.432  -0.140
H  0.559  -3.243  0.680
H  -2.250  0.196  0.003
H  -2.578  -0.944  -1.498
H  -2.441  1.908  -1.727
H  -1.941  0.775  -3.204
H  -0.615  1.580  -2.113
H  3.056  -1.534  0.142
H  2.213  3.855  -0.119
H  1.999  3.627  1.646
H  0.102  1.820  -0.066

SMILES string ... CCP(CC)n1cnc(N)[nH+]1
E_LUMO ... -4.317 eV
HOMO-LUMO gap ... 7.57 eV
Multiplicity ... 1
Energy relative to the best compared isomer or geometry (same formula, charge and spin) ... 2.850 eV
Charge ... +1
Calculated total energy ... -21685.6510 eV

Entry 3:
A 2-piece molecular cluster, C2H6INS overall, computed with ωB97M-V with the def2-TZVPD basis set.

Atoms and positions in Å:
C  1.194  0.224  -0.243
C  -0.149  0.785  0.352
N  -1.213  0.094  -0.246
S  -0.298  -2.800  -0.132
I  -3.076  0.334  0.212
H  1.711  1.077  -0.667
H  1.908  -0.183  0.391
H  0.988  -0.562  -0.877
H  -0.023  0.794  1.480
H  -0.253  1.831  0.063
H  -0.788  -1.593  -0.335

E_LUMO (alpha / beta) ... -3.404 / -3.362 eV
HOMO-LUMO gap (alpha / beta) ... 4.61 / 4.55 eV
Multiplicity ... 1
Energy relative to the best compared isomer or geometry (same formula, charge and spin) ... 3.978 eV
Charge ... 0
Calculated total energy ... -22591.3912 eV

Entry 4:
C9H27InO12P3 as an isolated structure, computed with ωB97M-V with the def2-TZVPD basis set.

Atoms and positions in Å:
In  -1.393  3.172  -0.204
C  -4.147  -0.508  2.083
O  -3.281  -1.295  1.359
P  -2.921  -0.982  -0.184
O  -2.443  0.375  -0.460
O  -4.421  -1.131  -0.911
C  -5.291  -2.140  -0.568
O  -2.054  -2.274  -0.612
C  -0.917  -2.660  0.160
H  -4.704  -1.195  2.720
H  -4.841  0.028  1.434
H  -3.633  0.235  2.693
H  -6.001  -2.417  -1.348
H  -5.651  -2.116  0.461
H  -4.798  -3.106  -0.458
H  -0.137  -2.984  -0.529
H  -1.356  -3.423  0.803
H  -0.537  -1.823  0.746
C  3.179  2.819  -4.654
O  2.255  2.811  -3.649
P  1.340  1.549  -3.133
O  0.146  1.870  -2.410
O  2.418  0.704  -2.286
C  3.410  1.242  -1.390
O  1.022  0.750  -4.529
C  0.347  -0.478  -4.542
H  3.056  3.600  -5.404
H  3.143  1.862  -5.175
H  4.189  2.932  -4.259
H  3.707  2.284  -1.510
H  4.317  0.646  -1.484
H  3.061  0.949  -0.400
H  -0.544  -0.414  -5.167
H  0.076  -0.833  -3.548
H  0.799  -1.370  -4.977
C  2.554  2.080  3.062
O  1.514  1.292  3.519
P  0.729  0.381  2.417
O  -0.209  1.131  1.572
O  1.843  -0.529  1.564
C  2.891  -1.288  2.233
O  -0.114  -0.784  3.262
C  -1.030  -0.417  4.281
H  3.481  1.931  3.615
H  2.309  3.138  3.151
H  2.690  1.879  2.000
H  3.855  -0.822  2.441
H  3.273  -1.952  1.457
H  2.738  -1.937  3.095
H  -0.536  -0.058  5.184
H  -1.775  -1.167  4.548
H  -1.607  0.441  3.935

<S²> ... 1.770
E_LUMO (alpha / beta) ... -17.449 / -17.060 eV
HOMO-LUMO gap (alpha / beta) ... 4.14 / 4.45 eV
Multiplicity ... 2
Energy relative to the best compared isomer or geometry (same formula, charge and spin) ... 1.357 eV
Charge ... +4
Calculated total energy ... -67334.9756 eV

Entry 5:
C9H10N2O4V as an isolated structure, computed with ωB97M-V with the def2-TZVPD basis set.

Atoms and positions in Å:
V  -0.077  -0.090  -0.065
C  -0.381  -1.959  -0.273
O  -0.509  -3.128  -0.351
C  -1.449  0.439  -1.345
O  -2.302  0.505  -2.132
C  1.409  0.069  -1.319
O  2.136  -0.028  -2.220
C  -1.187  0.175  1.515
O  -2.026  0.151  2.319
C  1.166  4.961  0.952
H  0.947  4.894  2.027
H  2.214  4.841  0.645
C  0.199  5.236  0.055
H  0.426  5.350  -1.014
H  -0.841  5.403  0.368
C  3.342  -3.411  1.410
N  2.422  -2.619  2.251
C  1.750  -3.379  3.324
C  1.894  -1.531  1.777
N  1.457  -0.518  1.354
H  3.878  -4.135  2.026
H  4.070  -2.752  0.930
H  2.807  -3.967  0.620
H  2.246  -3.259  4.295
H  0.711  -3.046  3.435
H  1.755  -4.445  3.075

<S²> ... 3.771
E_LUMO (alpha / beta) ... -10.098 / -10.712 eV
HOMO-LUMO gap (alpha / beta) ... 4.77 / 4.16 eV
Multiplicity ... 4
Energy relative to the best compared isomer or geometry (same formula, charge and spin) ... 0.142 eV
Charge ... +2
Calculated total energy ... -46332.3801 eV

Entry 6:
C21H27Br3N2O10 as an isolated structure, computed with ωB97M-V with the def2-TZVPD basis set.

Atoms and positions in Å:
C  4.921  -1.361  8.192
C  3.863  -1.953  7.501
C  2.655  -2.288  8.073
C  2.418  -2.055  9.442
C  3.481  -1.446  10.158
C  4.693  -1.111  9.535
N  1.170  -2.399  10.175
O  1.063  -2.111  11.362
O  0.288  -2.965  9.539
H  5.846  -1.000  7.768
H  3.993  -2.145  6.446
H  1.928  -2.719  7.401
H  3.295  -1.168  11.185
H  5.379  -0.593  10.189
C  -4.619  5.394  2.065
C  -3.558  6.220  2.285
C  -2.234  5.686  2.452
C  -1.941  4.367  2.216
C  -3.064  3.540  2.001
C  -4.356  4.048  1.945
N  -0.606  3.802  2.208
O  0.226  4.656  1.978
O  -0.412  2.606  2.315
H  -5.613  5.810  1.991
H  -3.716  7.287  2.339
H  -1.427  6.400  2.524
H  -2.963  2.469  1.908
H  -5.236  3.440  1.794
C  -5.599  -3.992  -0.975
C  -4.381  -4.080  -1.882
O  -4.426  -2.925  -2.804
C  -3.868  -1.776  -2.472
O  -3.385  -1.502  -1.438
O  -3.960  -0.955  -3.513
C  -3.762  0.472  -3.505
H  -6.522  -4.015  -1.555
H  -5.557  -3.102  -0.347
H  -5.615  -4.753  -0.195
H  -4.376  -4.997  -2.471
H  -3.503  -3.961  -1.248
H  -3.649  0.844  -4.523
H  -2.941  0.767  -2.850
H  -4.624  1.029  -3.137
C  3.858  -1.785  -7.959
C  4.432  -0.519  -7.300
O  4.246  0.677  -8.010
C  3.019  1.315  -7.970
O  2.024  0.875  -7.380
O  3.012  2.373  -8.794
C  1.827  3.058  -9.201
H  2.796  -1.586  -8.101
H  3.863  -2.613  -7.251
H  4.441  -1.907  -8.872
H  5.497  -0.696  -7.146
H  4.103  -0.436  -6.264
H  1.989  3.349  -10.239
H  1.750  3.978  -8.621
H  0.932  2.436  -9.194
C  2.499  -3.060  -0.357
Br  1.760  -4.195  -1.770
Br  4.374  -2.440  -0.754
Br  2.465  -4.064  1.373
H  1.806  -2.223  -0.266

E_LUMO ... -0.565 eV
HOMO-LUMO gap ... 9.40 eV
Multiplicity ... 1
Energy relative to the best compared isomer or geometry (same formula, charge and spin) ... 1.955 eV
Charge ... 0
Calculated total energy ... -255789.9747 eV

Entry 7:
C3H9NP2 as an isolated structure, computed with ωB97M-V with the def2-TZVPD basis set.

Atoms and positions in Å:
C  -1.147  -0.942  -0.298
C  0.155  -0.570  -1.113
C  1.615  -0.005  1.278
N  -0.209  1.814  -0.214
P  -2.064  0.516  0.295
P  1.102  0.788  -0.338
H  -1.726  -1.639  -0.948
H  -0.824  -1.499  0.630
H  0.862  -1.330  -1.139
H  -0.031  -0.177  -2.048
H  2.024  0.627  1.935
H  2.342  -0.597  0.879
H  0.821  -0.652  1.656
H  -0.265  2.640  0.360
H  -2.655  1.026  -0.936

E_LUMO ... 0.036 eV
HOMO-LUMO gap ... 7.81 eV
Multiplicity ... 1
Energy relative to the best compared isomer or geometry (same formula, charge and spin) ... 1.432 eV
Charge ... 0
Calculated total energy ... -23322.6493 eV

Entry 8:
A 9-piece molecular cluster, C18H27N9 overall, computed with ωB97M-V with the def2-TZVPD basis set.

Atoms and positions in Å:
C  -20.912  15.349  -13.907
C  -20.257  14.517  -14.911
N  -19.748  13.844  -15.690
H  -21.992  15.278  -14.040
H  -20.658  16.389  -14.114
H  -20.612  15.037  -12.911
C  -21.786  15.900  -10.411
C  -23.026  16.224  -11.148
N  -23.970  16.478  -11.747
H  -20.920  16.538  -10.573
H  -21.536  14.890  -10.725
H  -21.972  16.054  -9.348
C  -18.818  18.057  -11.275
C  -19.894  18.530  -12.138
N  -20.794  18.873  -12.763
H  -18.803  16.973  -11.189
H  -19.030  18.569  -10.332
H  -17.828  18.375  -11.597
C  -23.631  20.064  -15.058
C  -24.577  20.479  -14.059
N  -25.318  20.806  -13.248
H  -23.403  20.766  -15.863
H  -24.063  19.288  -15.705
H  -22.710  19.642  -14.662
C  -17.729  13.873  -7.768
C  -17.884  15.255  -8.149
N  -18.065  16.340  -8.466
H  -18.317  13.566  -6.910
H  -16.689  13.662  -7.493
H  -17.857  13.282  -8.678
C  -20.049  21.001  -14.942
C  -18.873  21.782  -15.301
N  -17.920  22.360  -15.574
H  -19.948  19.926  -15.074
H  -20.917  21.233  -15.560
H  -20.305  21.204  -13.905
C  -16.879  14.910  -12.953
C  -17.883  14.395  -12.023
N  -18.663  13.982  -11.296
H  -15.975  15.093  -12.379
H  -17.270  15.805  -13.446
H  -16.687  14.285  -13.826
C  -14.834  17.664  -9.777
C  -15.395  18.097  -8.505
N  -15.818  18.440  -7.496
H  -14.667  16.591  -9.768
H  -13.944  18.263  -9.965
H  -15.561  17.905  -10.554
C  -23.292  20.522  -10.863
C  -23.787  21.850  -10.486
N  -24.243  22.864  -10.207
H  -24.089  19.817  -10.634
H  -22.370  20.168  -10.405
H  -23.079  20.491  -11.925

SMILES string ... CC#N.CC#N.CC#N.CC#N.CC#N.CC#N.CC#N.CC#N.CC#N
E_LUMO ... -0.308 eV
HOMO-LUMO gap ... 10.93 eV
Multiplicity ... 1
Energy relative to the best compared isomer or geometry (same formula, charge and spin) ... 1.222 eV
Charge ... 0
Calculated total energy ... -32511.3683 eV

What did the seventh record say?
C3H9NP2 as an isolated structure, computed with ωB97M-V with the def2-TZVPD basis set.

Atoms and positions in Å:
C  -1.147  -0.942  -0.298
C  0.155  -0.570  -1.113
C  1.615  -0.005  1.278
N  -0.209  1.814  -0.214
P  -2.064  0.516  0.295
P  1.102  0.788  -0.338
H  -1.726  -1.639  -0.948
H  -0.824  -1.499  0.630
H  0.862  -1.330  -1.139
H  -0.031  -0.177  -2.048
H  2.024  0.627  1.935
H  2.342  -0.597  0.879
H  0.821  -0.652  1.656
H  -0.265  2.640  0.360
H  -2.655  1.026  -0.936

E_LUMO ... 0.036 eV
HOMO-LUMO gap ... 7.81 eV
Multiplicity ... 1
Energy relative to the best compared isomer or geometry (same formula, charge and spin) ... 1.432 eV
Charge ... 0
Calculated total energy ... -23322.6493 eV